<A>
{
  "formula": "C10H16",
  "method": "wB97M-V/def2-TZVPD",
  "species": ["C", "C", "C", "C", "C", "C", "C", "C", "H", "H", "H", "H", "H", "H", "H", "H", "H", "H", "C", "C", "H", "H", "H", "H", "H", "H"],
  "xyz": [[-1.15962, 1.70673, 0.51446], [-0.25132, 2.78443, 1.13510], [-0.84356, 0.30647, 1.01676], [-1.62158, -0.27558, 1.98681], [0.30390, -0.32532, 0.50427], [-1.15453, -1.48604, 2.65920], [0.85252, -1.43366, 1.25899], [0.10989, -1.95679, 2.29951], [-2.22637, 1.92540, 0.59206], [-1.03736, 1.63096, -0.58284], [0.48123, 2.28372, 1.77307], [-2.61003, 0.11274, 2.23191], [0.81819, 0.17802, -0.30259], [-1.79333, -1.80432, 3.48447], [1.69387, -1.96293, 0.83902], [0.43130, -2.90625, 2.70147], [-0.84653, 3.46173, 1.75958], [0.26884, 3.34109, 0.35490], [1.81890, -0.62042, -2.90578], [0.31037, -0.80093, -3.10544], [2.12891, -0.31600, -1.91068], [2.35262, -1.52720, -3.18363], [2.22145, 0.15905, -3.57537], [-0.16947, 0.06127, -3.58433], [-0.25784, -0.89312, -2.18064], [0.17955, -1.64305, -3.78027]],
  "lowdin_spin": [0.014, 0.012, 0.059, 0.128, 0.228, 0.237, 0.157, 0.057, 0.001, 0.005, 0.004, 0.008, 0.020, 0.022, 0.010, -0.002, 0.002, 0.003, 0.002, 0.018, 0.000, 0.001, 0.001, 0.003, 0.009, 0.002],
  "lumo_energy_ev": [3.779, 3.692],
  "spin_multiplicity": 2,
  "e_homo_ev": [0.8, -3.4],
  "charge": -1,
  "homo_lumo_gap_ha": [0.110, 0.262]
}

***

<B>
{
  "formula": "C10H16",
  "method": "wB97M-V/def2-TZVPD",
  "species": ["C", "C", "C", "C", "C", "C", "C", "C", "H", "H", "H", "H", "H", "H", "H", "H", "H", "H", "C", "C", "H", "H", "H", "H", "H", "H"],
  "xyz": [[1.48037, -0.88504, 0.16658], [1.99542, -2.31856, -0.11839], [0.17012, -0.56224, -0.48613], [-1.07950, -0.65846, 0.14713], [0.18562, 0.07312, -1.78444], [-2.23886, -0.23959, -0.47231], [-0.96064, 0.51107, -2.38498], [-2.22478, 0.35048, -1.76162], [1.41831, -0.67121, 1.24174], [2.22859, -0.18384, -0.23635], [1.12119, -2.94620, -0.30170], [-1.18815, -1.12744, 1.12326], [1.15995, 0.17613, -2.24724], [-3.18128, -0.39112, 0.05045], [-0.95283, 0.97411, -3.36726], [-3.07565, 0.87723, -2.17620], [2.44600, -2.77154, 0.77694], [2.62645, -2.38715, -0.99216], [0.21443, 1.35055, 2.91148], [1.31997, 2.16114, 2.22698], [-0.38461, 1.89411, 3.64339], [-0.49711, 1.01687, 2.14542], [0.55651, 0.43096, 3.38820], [1.51651, 1.88630, 1.19469], [2.27852, 1.98096, 2.73089], [1.04388, 3.21571, 2.29505]],
  "lowdin_spin": [0.057, 0.060, 0.179, 0.056, 0.102, 0.090, 0.060, 0.208, 0.013, 0.019, 0.005, 0.005, 0.017, 0.008, 0.001, 0.020, 0.017, 0.010, 0.026, 0.022, 0.003, 0.006, 0.007, 0.004, 0.004, 0.002],
  "lumo_energy_ev": [4.046, 3.756],
  "spin_multiplicity": 2,
  "e_homo_ev": [1.0, -3.9],
  "charge": -1,
  "homo_lumo_gap_ha": [0.112, 0.280]
}

***

So which one is most stable? That would be <B>, about 28.2 kJ/mol below the next structure.

***

<A>
{
  "formula": "C4H5N3OS",
  "method": "wB97M-V/def2-TZVPD",
  "species": ["C", "C", "C", "C", "N", "N", "N", "O", "S", "H", "H", "H", "H", "H"],
  "xyz": [[1.37421, -0.06686, 1.04316], [0.86682, -0.12987, -0.25766], [-1.48799, 1.26381, -0.45023], [-0.84312, -0.04956, -0.72111], [2.69190, -0.07245, 0.94486], [1.86219, -0.16014, -1.11805], [2.92708, -0.12981, -0.34581], [-1.15708, 2.05946, 0.38088], [-1.78020, -1.29923, 0.19215], [0.86820, -0.01029, 1.98194], [-2.39480, 1.40502, -1.07448], [-0.86112, -0.33434, -1.76863], [3.86421, -0.13514, -0.71902], [-1.71463, -0.69283, 1.37500]],
  "nbo_charge": [-0.116, 0.121, 0.415, -0.442, -0.225, -0.264, -0.155, -0.502, 0.034, 0.223, 0.119, 0.257, 0.408, 0.125],
  "lumo_energy_ev": 0.540,
  "e_homo_ev": -9.6,
  "homo_lumo_gap_ha": 0.374,
  "smiles": "O=C[C@H](S)c1cn[nH]n1"
}

***

<B>
{
  "formula": "C4H5N3OS",
  "method": "wB97M-V/def2-TZVPD",
  "species": ["C", "C", "C", "C", "H", "H", "H", "H", "H", "N", "N", "N", "O", "S"],
  "xyz": [[3.17738, -0.75435, 0.09123], [1.75100, -0.14911, 0.03793], [-0.49978, 0.64256, 0.03943], [-1.88424, 0.95305, 0.19297], [3.33823, -1.52791, 0.87230], [3.76101, 0.27442, 0.27257], [3.37758, -1.27050, -0.78052], [-2.26269, 2.04141, 0.13167], [-3.22123, -1.59596, -0.56755], [1.77463, 1.19788, -0.15902], [0.50850, 1.64117, -0.14996], [-2.88165, 0.16508, 0.15016], [-2.42478, -1.13476, -0.14598], [0.20805, -0.87658, 0.01136]],
  "nbo_charge": [-0.646, -0.036, -0.180, -0.007, 0.226, 0.261, 0.223, 0.242, 0.496, -0.243, -0.194, -0.099, -0.610, 0.566],
  "lumo_energy_ev": -0.296,
  "e_homo_ev": -9.1,
  "homo_lumo_gap_ha": 0.325,
  "smiles": "Cc1nnc(/C=N\\O)s1"
}

***

So which one is most stable? That would be <A>, about 155.1 kJ/mol below the next structure.

***

<A>
{
  "formula": "C7H12N2O",
  "method": "wB97M-V/def2-TZVPD",
  "species": ["C", "C", "C", "C", "C", "C", "N", "C", "O", "N", "H", "H", "H", "H", "H", "H", "H", "H", "H", "H", "H", "H"],
  "xyz": [[1.01209, 0.01424, -0.21402], [1.66133, 1.41930, -0.22262], [1.20390, -0.63363, 1.16869], [1.63235, -0.86428, -1.30530], [-0.45496, 0.23301, -0.46666], [-2.39623, -0.06640, 0.18747], [-3.62991, -0.28505, 0.68611], [-1.41306, 0.84805, 0.45030], [-0.97870, -0.07482, -1.63862], [-1.89321, -0.99528, -0.75436], [-4.13124, -1.09744, 0.36534], [-3.89748, 0.11941, 1.56683], [-1.35282, 1.73757, 1.04996], [0.77236, -0.01772, 1.95691], [1.53457, -0.40438, -2.28816], [1.23524, 2.05987, 0.55071], [1.53263, 1.90966, -1.18887], [2.73108, 1.31843, -0.03094], [2.27029, -0.75708, 1.36808], [0.72892, -1.61442, 1.19816], [1.13915, -1.83541, -1.34094], [2.69371, -1.01363, -1.09807]],
  "nbo_charge": [-0.167, -0.587, -0.590, -0.597, 0.703, 0.406, -0.772, -0.600, -0.413, -0.380, 0.407, 0.397, 0.235, 0.218, 0.220, 0.214, 0.218, 0.219, 0.210, 0.223, 0.228, 0.207],
  "lumo_energy_ev": 0.617,
  "e_homo_ev": -7.4,
  "homo_lumo_gap_ha": 0.296
}

***

<B>
{
  "formula": "C7H12N2O",
  "method": "wB97M-V/def2-TZVPD",
  "species": ["C", "C", "C", "C", "C", "C", "C", "N", "N", "O", "H", "H", "H", "H", "H", "H", "H", "H", "H", "H", "H", "H"],
  "xyz": [[2.89354, 0.91030, -0.51825], [2.46931, -0.39858, -0.73849], [1.81779, 0.23983, 1.28472], [-1.76059, -1.13517, -1.31915], [-1.86994, -0.58034, 0.99279], [-1.91778, 1.37103, -0.61671], [-1.74384, -0.08862, -0.47561], [2.55785, 1.35102, 0.66567], [1.78795, -0.80933, 0.28410], [1.14874, -1.86563, 0.49299], [3.46600, 1.54688, -1.10995], [2.47619, -1.06957, -1.56953], [0.95293, 0.70284, 1.77036], [-1.44198, -2.13751, -0.93407], [-1.54904, -1.02615, -2.36555], [2.48720, -0.28111, 2.11833], [-2.83412, -0.84571, 1.24976], [-1.46303, 0.20381, 1.51017], [-1.35842, -1.44952, 1.03366], [-1.99451, 1.62126, -1.66403], [-2.84106, 1.76642, -0.07836], [-1.28319, 1.97385, -0.01287]],
  "nbo_charge": [0.029, -0.120, -0.156, -0.431, -0.638, -0.667, 0.052, -0.387, 0.164, -0.479, 0.211, 0.233, 0.257, 0.206, 0.183, 0.249, 0.213, 0.183, 0.225, 0.223, 0.224, 0.225],
  "lumo_energy_ev": -0.226,
  "e_homo_ev": -9.0,
  "homo_lumo_gap_ha": 0.321,
  "smiles": "[O-][N+]1=CC=NC1.C=C(C)C"
}

***

So which one is most stable? That would be <A>, about 39.7 kJ/mol below the next structure.

***

<A>
{
  "formula": "C7H12N2O",
  "method": "wB97M-V/def2-TZVPD",
  "species": ["C", "C", "C", "C", "C", "N", "C", "C", "N", "H", "H", "H", "H", "H", "H", "H", "H", "H", "H", "O", "H", "H"],
  "xyz": [[-0.31684, -2.33232, 0.99285], [0.22826, -0.91790, 0.97796], [1.62526, -0.64314, 0.33607], [0.96952, 0.36950, -0.60217], [1.54958, 1.66318, -1.07494], [-0.03484, -0.36732, -1.36384], [-0.38401, 0.08197, -0.00771], [-1.44605, 1.06872, 0.30235], [-2.65294, 0.97697, -0.28348], [-0.17072, -2.81726, 0.01766], [0.19727, -2.93488, 1.75566], [-1.39203, -2.33348, 1.22476], [0.19528, -0.48224, 1.98475], [2.33309, -0.18418, 1.03682], [2.10250, -1.49197, -0.17282], [2.40638, 1.47803, -1.73922], [0.80857, 2.25600, -1.62885], [1.90107, 2.25433, -0.21889], [-0.43737, 0.24365, -2.07160], [-1.45540, 1.69354, 1.38170], [-2.67513, 1.02877, -1.29249], [-3.35147, 1.39002, 0.44544]],
  "nbo_charge": [-0.614, -0.184, -0.398, 0.124, -0.624, -0.599, -0.022, 0.635, -0.831, 0.219, 0.211, 0.213, 0.227, 0.214, 0.210, 0.220, 0.211, 0.229, 0.349, -0.615, 0.395, 0.429],
  "lumo_energy_ev": 0.723,
  "e_homo_ev": -8.9,
  "homo_lumo_gap_ha": 0.352,
  "smiles": "C[C@H]1C[C@@]2(C)N[C@@]12C(N)=O"
}

***

<B>
{
  "formula": "C7H12N2O",
  "method": "wB97M-V/def2-TZVPD",
  "species": ["C", "C", "C", "C", "C", "C", "C", "N", "N", "O", "H", "H", "H", "H", "H", "H", "H", "H", "H", "H", "H", "H"],
  "xyz": [[0.03174, 2.34658, -1.87591], [0.38706, -1.74709, -0.25652], [0.60834, -1.35156, 1.21566], [-0.11595, -0.34825, -0.50312], [-0.01552, 0.04369, 0.94479], [0.87747, 1.24398, 1.22749], [-1.38013, 0.23427, 1.60204], [-0.47120, -0.25658, -2.76261], [-0.39091, 0.32562, -1.53919], [-0.07275, 2.43769, -3.01923], [0.13908, -1.05318, -2.92430], [1.29203, -1.99502, -0.81582], [-0.34559, -2.53722, -0.41829], [0.06361, -1.95833, 1.93479], [1.65616, -1.31009, 1.50273], [0.45800, 2.12418, 0.74905], [1.87689, 1.08541, 0.83174], [0.94602, 1.41026, 2.29959], [-1.82479, 1.16113, 1.25470], [-1.26318, 0.27642, 2.68320], [-2.04794, -0.58671, 1.35510], [-0.40844, 0.45477, -3.48589]],
  "nbo_charge": [0.475, -0.490, -0.387, 0.277, -0.085, -0.599, -0.590, -0.641, -0.242, -0.587, 0.349, 0.218, 0.227, 0.208, 0.209, 0.233, 0.206, 0.205, 0.218, 0.208, 0.207, 0.380],
  "lumo_energy_ev": 0.892,
  "e_homo_ev": -8.8,
  "homo_lumo_gap_ha": 0.358
}

***

So which one is most stable? That would be <A>, about 55.9 kJ/mol below the next structure.

***

<A>
{
  "formula": "C7H12N2O",
  "method": "wB97M-V/def2-TZVPD",
  "species": ["C", "C", "C", "C", "C", "N", "N", "C", "C", "H", "H", "H", "H", "H", "H", "H", "H", "H", "H", "O", "H", "H"],
  "xyz": [[1.99801, 0.05134, -0.65394], [0.83012, -0.32377, 0.27640], [-0.00584, 0.85621, 0.55432], [-0.67117, 1.83872, 0.80202], [-1.27965, 3.07025, 1.20466], [-1.60233, 4.03309, 0.46272], [-0.01094, -1.43450, -0.16551], [-0.48282, -1.32406, -1.53276], [0.57146, -2.73312, 0.11000], [1.63831, 0.49358, -1.59179], [2.65667, 0.77569, -0.15785], [2.59015, -0.84225, -0.88990], [1.25936, -0.62681, 1.24542], [0.31106, -1.50336, -2.28495], [-1.27636, -2.06404, -1.70332], [-0.90516, -0.32517, -1.71022], [0.85150, -2.80504, 1.17044], [-0.17035, -3.51559, -0.10242], [1.47072, -2.95207, -0.50078], [-2.47541, 2.98081, 2.19169], [-2.61800, 4.30489, 0.96935], [-2.67934, 2.04519, 2.30641]],
  "nbo_charge": [-0.624, -0.149, 0.202, -0.193, 0.441, -0.551, -0.433, -0.423, -0.410, 0.218, 0.226, 0.214, 0.227, 0.167, 0.206, 0.212, 0.201, 0.207, 0.163, -0.767, 0.391, 0.473],
  "lumo_energy_ev": 0.368,
  "e_homo_ev": -8.9,
  "homo_lumo_gap_ha": 0.342,
  "smiles": "[H]/N=C(\\O)C#C[C@H](C)N(C)C"
}

***

<B>
{
  "formula": "C7H12N2O",
  "method": "wB97M-V/def2-TZVPD",
  "species": ["C", "C", "C", "C", "C", "N", "N", "C", "C", "O", "H", "H", "H", "H", "H", "H", "H", "H", "H", "H", "H", "H"],
  "xyz": [[0.52617, -1.48613, -0.48619], [1.48625, 0.04836, 1.35111], [-0.99231, 0.12633, 0.71432], [0.30259, -0.46903, 0.59964], [0.56808, -0.30744, -1.41351], [-2.10043, -0.74156, 0.66621], [-1.11748, 1.25009, 1.55878], [-0.78493, 0.61730, -1.28803], [1.58470, 0.19224, -2.12093], [-0.73147, 1.81779, -1.60017], [-2.03807, -1.49544, 1.34505], [-2.97167, -0.23359, 0.78650], [-2.09405, 1.52155, 1.60991], [-0.60550, 2.02427, 1.13216], [-1.56687, -0.06365, -1.67283], [-0.32800, -2.14360, -0.65014], [1.47534, -2.01805, -0.39993], [1.50054, -0.43940, 2.33180], [2.42805, -0.15383, 0.83893], [1.45190, 1.12499, 1.52807], [1.46185, 1.13574, -2.64589], [2.54529, -0.30696, -2.18483]],
  "nbo_charge": [-0.489, -0.656, 0.227, 0.156, -0.060, -0.840, -0.822, 0.309, -0.439, -0.625, 0.377, 0.368, 0.367, 0.383, 0.153, 0.240, 0.231, 0.241, 0.226, 0.235, 0.227, 0.191],
  "lumo_energy_ev": 0.041,
  "e_homo_ev": -7.5,
  "homo_lumo_gap_ha": 0.278
}

***

<C>
{
  "formula": "C7H12N2O",
  "method": "wB97M-V/def2-TZVPD",
  "species": ["C", "C", "C", "C", "C", "C", "C", "N", "N", "O", "H", "H", "H", "H", "H", "H", "H", "H", "H", "H", "H", "H"],
  "xyz": [[3.45582, 0.59055, -0.36698], [2.14284, 1.03603, -0.15602], [2.40075, -1.05679, 0.52000], [-2.02943, -1.12431, 0.79282], [-1.88302, 1.35450, 0.27426], [-0.97509, -0.41908, -1.34070], [-1.28987, 0.00633, 0.11114], [3.58687, -0.74809, 0.04184], [1.50666, -0.07980, 0.49084], [0.36181, 0.11678, 1.16897], [4.38624, 1.09172, -0.73396], [1.46930, 1.92865, -0.34704], [2.26742, -2.11230, 0.84501], [-3.03530, -0.98172, 0.59500], [-1.74251, -2.07186, 0.36993], [-1.88145, -0.90441, 1.82791], [-2.02419, 1.53940, 1.28679], [-2.87097, 1.47002, -0.11651], [-1.30191, 2.07046, -0.28002], [-1.81558, -0.89111, -1.76437], [-0.54681, 0.36409, -1.92262], [-0.18159, -1.17906, -1.29631]],
  "nbo_charge": [-0.100, -0.162, 0.151, -0.676, -0.690, -0.685, 0.436, -0.473, -0.075, -0.438, 0.217, 0.225, 0.202, 0.219, 0.223, 0.240, 0.231, 0.236, 0.226, 0.232, 0.222, 0.239],
  "lumo_energy_ev": 0.412,
  "e_homo_ev": -8.6,
  "homo_lumo_gap_ha": 0.330
}

***

So which one is most stable? That would be <B>, about 42.6 kJ/mol below the next structure.

***

<A>
{
  "formula": "C3H4O",
  "method": "wB97M-V/def2-TZVPD",
  "species": ["O", "C", "C", "C", "H", "H", "H", "H"],
  "xyz": [[-1.57370, 1.10860, 0.02212], [-0.93908, -0.10975, 0.17286], [0.37342, -0.17882, 0.29733], [1.61673, -0.42094, 0.03618], [-1.00114, 1.69059, -0.48969], [-1.52308, -0.78093, 0.79197], [0.46235, -1.04484, -1.34771], [2.58450, -0.26390, 0.51693]],
  "nbo_charge": [-0.661, 0.034, -0.159, -0.200, 0.479, 0.199, 0.075, 0.233],
  "lumo_energy_ev": [-1.006, -0.049],
  "e_homo_ev": [-7.8, -8.2],
  "homo_lumo_gap_ha": [0.251, 0.300]
}

***

<B>
{
  "formula": "C3H4O",
  "method": "wB97M-V/def2-TZVPD",
  "species": ["C", "C", "C", "H", "H", "H", "H", "O"],
  "xyz": [[-0.07574, 1.46326, 0.07796], [-0.37162, 0.37858, 0.82744], [-0.04390, -0.93334, 0.05055], [0.30605, 2.50039, 0.43842], [0.31436, 1.25116, -1.06651], [-0.38875, 0.56992, 1.99462], [-0.36200, -1.89285, 0.62288], [0.38474, -0.98496, -0.96564]],
  "nbo_charge": [-0.327, -0.382, 0.458, 0.214, 0.216, 0.232, 0.075, -0.486],
  "lumo_energy_ev": 0.387,
  "e_homo_ev": -10.0,
  "homo_lumo_gap_ha": 0.382,
  "smiles": "C=CC=O"
}

***

<C>
{
  "formula": "C3H4O",
  "method": "wB97M-V/def2-TZVPD",
  "species": ["C", "C", "C", "O", "H", "H", "H", "H"],
  "xyz": [[-1.14387, 0.03437, -0.12207], [-0.36390, 0.62937, 0.72954], [0.04181, -0.68728, 0.19662], [1.44573, -0.42712, -1.18687], [-1.99114, 0.35382, -0.66205], [-0.15419, 1.51280, 1.05476], [0.17700, -1.62946, 0.66184], [1.98856, 0.21350, -0.67177]],
  "nbo_charge": [-0.156, -0.137, 0.084, -0.880, 0.234, 0.209, 0.212, 0.434],
  "lumo_energy_ev": 0.965,
  "e_homo_ev": -9.5,
  "homo_lumo_gap_ha": 0.384
}

***

<D>
{
  "formula": "C3H4O",
  "method": "wB97M-V/def2-TZVPD",
  "species": ["C", "C", "C", "O", "H", "H", "H", "H"],
  "xyz": [[-0.23572, -0.81535, 1.22982], [-1.28937, -0.49813, 0.44654], [-0.42851, 0.56280, 0.80952], [1.11132, 0.83899, -1.09559], [0.09148, -1.73426, 1.69427], [-2.06099, -1.02345, -0.11416], [1.52126, 0.30473, -0.30977], [0.89152, 1.68119, -0.75936]],
  "nbo_charge": [-0.223, -0.203, -0.086, -0.926, 0.241, 0.238, 0.474, 0.486],
  "lumo_energy_ev": 0.868,
  "e_homo_ev": -9.0,
  "homo_lumo_gap_ha": 0.361,
  "smiles": "C1=CC=1.O"
}

***

So which one is most stable? That would be <B>, about 207.7 kJ/mol below the next structure.